Formula: C23H77B2BeCuN9O14
Source: the OMol25 dataset
Level of theory: ωB97M-V/def2-TZVPD

Summary:
2S+1 ... 1
DFT total energy ... -4171.5291 Ha
Energy relative to the best compared isomer or geometry (same formula, charge and spin) ... 460.4 kJ/mol
Total charge ... +1
HOMO level ... -8.77 eV
HOMO-LUMO gap ... 1.3027 eV

Each line ends with the Löwdin charge.
Cartesian coordinates (Å):
Cu: 0.22536 -0.19943 -0.62292  0.26
Be: -3.22972 -1.98951 0.99623  -0.01
B: -1.46293 -2.01078 0.10856  0.26
H: -1.36818 -7.56817 1.25820  -0.13
H: -2.25159 -8.33505 -4.01493  -0.02
H: -3.04136 9.22757 -7.09539  0.02
H: -6.63676 -6.91689 -1.45480  0.02
B: -4.89798 -1.22661 0.82553  0.10
H: 6.24546 -4.29837 3.39848  -0.03
H: 4.14268 6.00769 3.15950  0.01
H: 3.98374 6.55015 -8.47152  0.02
H: -0.50357 -3.80327 -3.06484  0.15
C: 0.22522 -4.46732 4.37350  -0.61
O: -0.63182 -3.62135 4.22655  0.01
N: 0.02461 -5.68885 5.07035  0.12
N: 1.52339 -4.31522 3.78101  0.14
H: -0.87305 -5.67942 5.63823  0.13
H: 0.88936 -5.98380 5.53290  0.09
H: 1.68265 -3.43427 3.36440  0.07
H: 2.21607 -5.05702 3.72560  0.10
C: -0.12816 2.63582 -1.81916  -0.64
O: -0.37655 1.87708 -0.86931  -0.02
N: -0.53785 2.45231 -3.03450  0.22
N: 0.68355 3.75348 -1.72012  0.21
H: -0.63575 1.48532 -3.28281  0.12
H: 0.00792 3.04466 -3.63567  0.09
H: 0.66119 3.98926 -0.74163  0.10
H: 0.52634 4.28955 -2.51219  0.05
C: 2.45430 -0.53088 6.91733  -0.66
O: 3.22398 0.21145 6.33834  0.02
N: 2.52991 -1.89169 6.72921  0.13
N: 1.42472 -0.08010 7.76971  0.14
H: 3.10135 -1.99800 5.87822  0.10
H: 1.76040 -2.59937 6.79872  0.11
H: 0.67323 -0.77417 7.91421  0.11
H: 1.25274 0.90802 7.73273  0.09
C: -2.38129 4.77414 5.84995  -0.28
C: -2.34206 6.14485 5.21782  -0.23
O: -3.61872 6.75608 5.04872  -0.03
O: -2.63084 3.73963 4.95718  -0.04
H: -3.08324 4.80212 6.68454  0.12
H: -1.49832 4.50575 6.37686  0.10
H: -1.73695 6.21415 4.33066  0.11
H: -1.80026 6.84847 5.91212  0.14
H: -4.10814 6.33674 4.40117  0.04
H: -3.12896 4.17966 4.29095  0.06
C: 3.45436 -5.76035 -2.54738  -0.24
C: 2.65513 -4.78000 -3.35717  -0.29
O: 1.98119 -3.85947 -2.56986  -0.14
O: 2.62601 -6.41494 -1.59786  -0.06
H: 4.15590 -5.14380 -2.02277  0.12
H: 3.78735 -6.48499 -3.22215  0.11
H: 1.95280 -5.40824 -3.89563  0.11
H: 3.38416 -4.36543 -4.05021  0.13
H: 1.57515 -4.31470 -1.81900  0.07
H: 2.05470 -7.04100 -2.02130  0.08
C: 1.38930 3.11311 2.40083  -0.17
C: 2.52630 2.34012 3.13567  -0.23
O: 2.09377 1.01359 3.43679  -0.08
O: 1.29362 2.75960 0.98845  -0.11
H: 1.54722 4.16774 2.52458  0.09
H: 0.42010 2.96036 2.82032  0.11
H: 2.77424 2.80642 4.09433  0.12
H: 3.46398 2.50668 2.60175  0.11
H: 2.52454 0.87306 4.29987  0.06
H: 0.75706 1.97453 0.84251  0.04
C: -4.62591 0.26570 -5.83533  -0.24
C: -5.39396 -0.97896 -5.31922  -0.24
O: -4.69945 -2.15394 -5.69089  -0.09
O: -3.90590 0.13044 -7.05855  -0.07
H: -3.84583 0.60866 -5.16813  0.10
H: -5.36446 1.07191 -5.86927  0.11
H: -6.40668 -1.09088 -5.71537  0.12
H: -5.24724 -0.86065 -4.23084  0.12
H: -4.95356 -2.78002 -4.98968  0.09
H: -4.33148 -0.50987 -7.64412  0.09
C: 4.53084 0.68934 -0.09076  -0.02
C: 3.04121 0.61908 -0.51496  -0.42
C: 2.95554 -0.05464 -1.85495  -0.23
O: 1.65286 -0.29902 -2.28288  -0.24
C: 1.73295 -0.77853 -3.63057  -0.06
N: 2.11082 -0.06238 0.33372  0.04
H: 5.10817 1.54909 -0.50451  0.10
H: 4.99603 -0.21855 -0.45795  0.07
H: 4.74193 0.75462 0.98669  0.08
H: 2.65049 1.69190 -0.58356  0.15
H: 3.44978 -1.02232 -1.70794  0.13
H: 3.50069 0.46098 -2.66709  0.14
H: 2.33248 -0.18515 -4.31216  0.09
H: 0.76978 -0.59567 -4.10853  0.09
H: 1.95777 -1.85934 -3.66744  0.08
H: 2.18342 -1.09044 0.23486  0.11
H: 2.24407 0.22526 1.31190  0.09
C: -3.48723 -3.22163 4.18456  -0.06
C: -3.75476 -3.98576 2.91916  -0.36
C: -5.20681 -4.20047 2.44159  -0.19
O: -5.23741 -5.18784 1.38349  -0.23
C: -5.89487 -6.35872 1.92959  -0.09
N: -2.94921 -3.59999 1.70503  -0.01
H: -2.80678 -2.32008 3.99393  0.10
H: -2.88913 -3.82518 4.90891  0.07
H: -4.41367 -2.89236 4.68110  0.09
H: -3.41081 -5.02121 3.12290  0.15
H: -5.84289 -3.31558 2.14184  0.11
H: -5.70770 -4.64322 3.28646  0.11
H: -5.51366 -6.59808 2.88549  0.07
H: -5.70316 -7.18551 1.23772  0.07
H: -6.98313 -6.19907 2.02784  0.10
H: -2.01409 -3.92043 1.61795  0.06
H: -3.29184 -4.29572 1.00152  0.13
C: 3.87413 6.90850 -3.46272  -0.07
C: 2.86200 5.82024 -3.72160  -0.42
C: 2.01430 5.81853 -4.95251  -0.21
O: 1.02441 4.80296 -4.93885  -0.22
C: 0.42087 4.57416 -6.19284  -0.09
N: 3.56276 4.48515 -3.63512  0.06
H: 4.57285 7.12750 -4.28788  0.09
H: 4.55353 6.71447 -2.62062  0.08
H: 3.39454 7.86843 -3.21173  0.09
H: 2.23783 5.98957 -2.86673  0.11
H: 2.64544 5.57942 -5.78407  0.10
H: 1.56610 6.78804 -5.10912  0.13
H: 1.07154 4.88404 -7.00232  0.08
H: -0.56455 4.98430 -6.27973  0.08
H: 0.37343 3.47354 -6.25490  0.09
H: 3.02979 3.66858 -3.47045  0.03
H: 4.31278 4.55015 -2.94977  0.06



Formula: C13H32N5PPdSSe
Source: the OMol25 dataset
Level of theory: ωB97M-V/def2-TZVPD

Summary:
2S+1 ... 1
DFT total energy ... -4056.7694 Ha
Energy relative to the best compared isomer or geometry (same formula, charge and spin) ... 0.0 kJ/mol
Total charge ... +2
HOMO level ... -14.33 eV
HOMO-LUMO gap ... 8.3116 eV

Each line ends with the Löwdin charge.
Cartesian coordinates (Å):
Pd: -0.59213 0.01963 1.53468  0.27
N: 2.66558 -4.05429 2.88256  0.18
C: 2.94055 -2.74978 2.18778  -0.13
C: 1.95331 -1.67280 2.66159  -0.23
N: 1.46240 -0.83877 1.54886  -0.08
H: 3.33654 -4.77193 2.60089  0.18
H: 1.72763 -4.36898 2.56970  0.10
H: 2.68847 -3.98584 3.90125  0.18
H: 2.77663 -2.98529 1.13785  0.12
H: 3.98079 -2.48135 2.35031  0.14
H: 2.40685 -1.02655 3.41158  0.14
H: 1.08981 -2.13948 3.12991  0.06
H: 1.43584 -1.38284 0.69094  0.08
H: 2.07655 -0.04591 1.38562  0.06
Se: -1.69703 -2.01784 2.35947  0.72
C: -0.52511 -3.24168 1.65496  -0.74
N: 0.28862 -3.99822 1.33114  0.06
C: -4.88378 1.07743 3.34210  -0.12
C: -3.38411 0.79682 3.22668  -0.39
P: -2.71095 0.88587 1.53120  0.79
C: -3.83668 -0.06314 0.46126  -0.40
C: -3.21992 -0.52071 -0.85774  -0.14
C: -2.91403 2.63788 1.08284  -0.39
C: -2.91455 2.95616 -0.40848  -0.12
H: -5.18264 1.00379 4.38655  0.09
H: -5.47350 0.35359 2.78079  0.08
H: -5.14865 2.07699 3.00106  0.07
H: -3.16295 -0.19173 3.63313  0.02
H: -2.80328 1.50596 3.82294  0.10
H: -4.72253 0.55383 0.28911  0.10
H: -4.15573 -0.92930 1.04410  0.07
H: -2.88926 0.32439 -1.46503  0.05
H: -3.95474 -1.07082 -1.44374  0.09
H: -2.37620 -1.19116 -0.67412  0.05
H: -2.13850 3.19783 1.60693  0.06
H: -3.87184 2.93306 1.51791  0.08
H: -2.00025 2.62510 -0.89933  0.03
H: -2.99671 4.03294 -0.54998  0.09
H: -3.76182 2.49470 -0.91597  0.08
S: 0.37505 2.07101 0.87871  0.70
C: 0.54015 2.05578 -0.84031  -0.75
N: 0.02487 1.09328 -1.60061  0.02
C: 0.05576 1.11611 -3.06686  -0.14
C: 1.28659 1.87746 -3.52928  -0.15
C: 1.33065 3.23621 -2.85522  -0.13
N: 1.19851 3.05795 -1.40358  0.04
H: -0.57427 0.43153 -1.12910  0.08
H: -0.85774 1.58053 -3.44614  0.13
H: 0.08048 0.08645 -3.41874  0.13
H: 1.25809 2.00050 -4.61013  0.13
H: 2.18669 1.31184 -3.28223  0.13
H: 0.52315 3.87809 -3.21333  0.13
H: 2.27362 3.74392 -3.04419  0.13
H: 1.58175 3.75684 -0.78623  0.14



Formula: C4H5I
Source: the OMol25 dataset
Level of theory: ωB97M-V/def2-TZVPD

Summary:
2S+1 ... 1
DFT total energy ... -452.9823 Ha
Energy relative to the best compared isomer or geometry (same formula, charge and spin) ... 173.0 kJ/mol
HOMO level ... -9.30 eV
HOMO-LUMO gap ... 9.6527 eV
SMILES ... ICC1C=C1

Each line ends with the Löwdin charge.
Cartesian coordinates (Å):
I: 2.74111 0.07415 -0.11032  0.64
C: 0.75412 -0.95581 0.01103  -0.56
C: -0.29461 -0.04958 0.63187  -0.37
C: -0.42592 1.31410 -0.08809  -0.07
C: -1.34793 0.43577 -0.38272  -0.04
H: 0.42487 -1.22334 -0.95160  0.02
H: 0.86708 -2.00647 0.50056  0.08
H: -0.69858 -0.05184 1.65123  0.11
H: -0.09943 2.31426 0.01626  0.08
H: -1.92071 0.14874 -1.27823  0.11



Formula: C5H11NO
Source: the OMol25 dataset
Level of theory: ωB97M-V/def2-TZVPD

Summary:
2S+1 ... 1
DFT total energy ... -327.0249 Ha
Energy relative to the best compared isomer or geometry (same formula, charge and spin) ... 279.4 kJ/mol
HOMO level ... -9.07 eV
HOMO-LUMO gap ... 9.2482 eV
SMILES ... CC[C@@H](C)CN=O

Each line ends with the Löwdin charge.
Cartesian coordinates (Å):
C: -1.70826 -1.37418 -0.70365  -0.10
C: -0.34884 -1.18603 -0.03973  -0.24
C: 0.22778 0.21934 -0.24047  -0.39
C: -0.60501 1.29146 0.45822  -0.07
C: 1.66937 0.27090 0.29250  -0.20
N: 2.30541 1.47797 -0.16930  -0.06
O: 2.90508 2.13775 0.65218  0.00
H: -2.02534 -2.41058 -0.61508  0.07
H: -2.46482 -0.74979 -0.23703  0.06
H: -1.65405 -1.12151 -1.76015  0.08
H: 0.34755 -1.91556 -0.46043  0.11
H: -0.43592 -1.39015 1.02991  0.11
H: 0.26535 0.44156 -1.31156  0.14
H: -0.68372 1.08052 1.52314  0.09
H: -0.14089 2.26736 0.33295  0.07
H: -1.60590 1.33744 0.03932  0.07
H: 1.70861 0.16055 1.38441  0.13
H: 2.24364 -0.53704 -0.17524  0.13



Formula: C12H17N
Source: the OMol25 dataset
Level of theory: ωB97M-V/def2-TZVPD

Summary:
2S+1 ... 1
DFT total energy ... -522.1659 Ha
Energy relative to the best compared isomer or geometry (same formula, charge and spin) ... 142.7 kJ/mol
HOMO level ... -7.85 eV
HOMO-LUMO gap ... 8.8013 eV
SMILES ... Cc1c[nH]c2ccccc12.CCC

Each line ends with the Löwdin charge.
Cartesian coordinates (Å):
C: -0.11809 -3.74354 -0.92438  -0.04
C: -0.68868 -2.56683 -0.18352  -0.23
C: -1.56491 -2.56100 0.86138  -0.06
N: -1.99028 -1.25857 1.16213  0.08
C: -1.44580 -0.45150 0.18438  -0.22
C: -1.61007 0.92267 -0.01925  -0.02
C: -0.84079 1.54439 -1.01346  -0.12
C: 0.03703 0.76468 -1.79191  -0.11
C: 0.31004 -0.55945 -1.49078  -0.02
C: -0.56939 -1.20039 -0.60427  -0.15
H: 0.60666 -4.38220 -0.44375  0.07
H: 0.38600 -3.27921 -1.78098  0.07
H: -0.94075 -4.28361 -1.40762  0.08
H: -2.02199 -3.47230 1.21902  0.12
H: -2.88550 -1.08073 1.58942  0.15
H: -2.42443 1.48823 0.41802  0.11
H: -0.83885 2.62545 -0.95816  0.09
H: 0.57547 1.28022 -2.58060  0.10
H: 1.13764 -1.02308 -2.00696  0.11
C: 1.00437 2.98095 1.10874  -0.13
C: 2.46438 2.95820 1.45986  -0.31
C: 3.27729 1.98280 0.56542  -0.12
H: 0.82316 3.78199 0.34821  0.08
H: 0.27881 3.15726 1.90054  0.08
H: 0.81473 2.16420 0.41775  0.02
H: 2.94559 3.94098 1.40724  0.10
H: 2.71982 2.61341 2.46359  0.09
H: 2.67991 1.15096 0.17005  0.06
H: 3.56029 2.35432 -0.43199  0.07
H: 4.13768 1.65773 1.14826  0.06



Q: Number 5 is which compound?
A: C12H17N